DFT (ωB97M-V/def2-TZVPD) results for a 2-piece molecular cluster, C2H8ClN2PS overall at a distorted geometry.

Results
HOMO energy in eV: -9.4
DFT total energy in Ha: -1390.23787
LUMO level in eV: -1.38
F_max in eV/Å: 4.81
ΔE to the lowest compared entry with this formula, charge and spin in kcal per mole: 57.0
Orbital gap in eV: 8.0

```
15
Properties=species:S:1:pos:R:3:nbo_charge:R:1
C 1.30 -0.68 -0.25 -0.40
C 0.50 1.05 1.45 -0.43
N -1.19 -0.14 -1.88 -1.15
N 0.47 0.38 0.15 -0.74
P -1.13 0.28 -0.28 1.64
S -2.24 1.76 0.29 -0.41
Cl -1.42 -2.45 0.72 -0.67
H 0.96 -1.16 -1.09 0.20
H 2.42 -0.38 -0.38 0.20
H 1.44 -1.43 0.46 0.22
H 0.95 2.08 1.25 0.21
H -0.51 1.10 1.89 0.25
H 1.26 0.57 2.09 0.22
H -0.67 -0.93 -2.22 0.43
H -2.14 -0.06 -2.20 0.43
```

=====

DFT (ωB97M-V/def2-TZVPD) results for a 2-piece molecular cluster, C5H13OS overall.

Results
HOMO energy in eV: -2.1
DFT total energy in Ha: -671.73876
LUMO level in eV: 2.85
Net charge: -1
F_max in eV/Å: 0.59
ΔE to the lowest compared entry with this formula, charge and spin in kcal per mole: 17.3
Orbital gap in eV: 5.0

```
20
Properties=species:S:1:pos:R:3:nbo_charge:R:1
C 1.50 1.12 1.79 -0.06
O 1.09 -0.03 2.52 -0.72
C 2.39 0.68 0.66 -0.63
H 0.63 1.66 1.39 0.16
H 2.01 1.83 2.45 0.14
H 0.74 0.23 3.37 0.46
H 1.84 0.01 0.00 0.24
H 2.80 1.53 0.11 0.20
H 3.22 0.10 1.06 0.20
C -1.53 -1.33 -0.11 -0.62
C -0.90 -0.39 -1.13 -0.40
C -1.83 -0.06 -2.30 -0.52
S -2.23 -1.47 -3.38 -0.72
H -2.27 -0.80 0.51 0.17
H -0.81 -1.77 0.59 0.19
H -2.02 -2.13 -0.66 0.24
H -0.56 0.54 -0.64 0.16
H 0.01 -0.86 -1.50 0.19
H -1.35 0.75 -2.86 0.17
H -2.74 0.38 -1.87 0.16
```

=====

DFT (ωB97M-V/def2-TZVPD) results for C26H32BaN5O7S2Si as an isolated structure.

Results
HOMO energy in eV: -4.5
DFT total energy in Ha: -2922.06942
LUMO level in eV: 2.39
Net charge: -1
F_max in eV/Å: 0.50
ΔE to the lowest compared entry with this formula, charge and spin in kcal per mole: 0.0
Orbital gap in eV: 6.9

```
74
Properties=species:S:1:pos:R:3:mulliken_charge:R:1
Ba 1.47 -0.56 -0.21 1.22
O -0.05 -2.34 -1.56 -0.70
S -0.78 -2.90 -0.41 1.42
O -2.15 -3.23 -0.70 -0.72
O -0.64 -2.04 0.77 -0.46
C 0.05 -4.47 -0.05 -0.12
C -0.77 -5.58 -0.26 -0.43
C -0.31 -6.88 -0.10 -0.60
C 1.00 -7.09 0.27 -0.60
C 1.83 -5.99 0.49 -0.53
C 1.39 -4.69 0.34 -0.15
S 2.66 -3.45 0.69 1.26
O 3.78 -4.18 1.23 -0.74
O 2.05 -2.51 1.63 -0.68
O 2.94 -2.79 -0.59 -0.76
H -1.79 -5.40 -0.56 0.50
H -0.98 -7.71 -0.28 0.39
H 1.39 -8.09 0.40 0.37
H 2.86 -6.14 0.80 0.53
C 2.22 3.65 -2.98 -1.08
Si 2.96 2.07 -2.26 0.19
C 4.79 2.02 -2.72 -1.15
C 2.17 0.61 -3.17 -1.17
N 2.61 1.86 -0.61 0.63
C 2.83 2.76 0.37 0.13
C 3.70 3.88 0.33 -0.09
C 3.89 4.73 1.40 -0.91
C 3.23 4.52 2.61 -0.67
C 2.37 3.43 2.71 -0.26
C 2.17 2.62 1.62 -0.73
O 1.35 1.49 1.73 0.08
C 0.07 1.62 2.19 0.18
C -0.69 2.77 1.99 0.01
C -2.01 2.80 2.41 -0.80
C -2.58 1.69 3.03 -0.45
C -1.82 0.55 3.22 -0.61
C -0.49 0.51 2.81 -0.29
H 2.42 3.73 -4.05 0.35
H 2.62 4.54 -2.49 0.35
H 1.14 3.65 -2.83 0.28
H 4.92 2.03 -3.81 0.32
H 5.24 1.11 -2.34 0.29
H 5.35 2.87 -2.31 0.31
H 2.28 0.76 -4.25 0.39
H 1.09 0.53 -2.99 0.22
H 2.65 -0.35 -2.96 0.41
H 4.25 4.07 -0.59 0.22
H 4.57 5.56 1.30 0.38
H 3.40 5.17 3.46 0.37
H 1.84 3.22 3.63 0.42
H -0.24 3.62 1.50 0.58
H -2.60 3.69 2.25 0.35
H -3.61 1.72 3.36 0.48
H -2.25 -0.33 3.69 0.42
H 0.11 -0.39 2.95 0.42
C -4.47 -1.32 0.86 -1.16
C -5.01 -0.55 -0.34 0.87
C -4.72 -1.28 -1.65 -1.42
C -4.51 0.90 -0.38 -1.14
N -3.14 1.05 -0.82 1.14
C -1.99 0.64 -0.26 -1.19
N -1.00 1.02 -1.02 0.87
N -1.56 1.67 -2.07 -0.33
N -2.83 1.69 -1.96 -0.84
H -4.97 -2.28 0.95 0.45
H -4.63 -0.77 1.79 0.33
H -3.41 -1.55 0.76 0.03
H -6.10 -0.46 -0.22 0.30
H -3.65 -1.45 -1.78 0.15
H -5.10 -0.72 -2.51 0.38
H -5.19 -2.26 -1.64 0.44
H -4.61 1.37 0.60 0.34
H -5.10 1.48 -1.09 0.40
H -1.92 0.08 0.66 0.59
```

=====

DFT (ωB97M-V/def2-TZVPD) results for a 6-piece molecular cluster, C43H64F5N4O17PSSi overall at a distorted geometry.

Results
HOMO energy in eV: -7.0
DFT total energy in Ha: -4702.87338
LUMO level in eV: -0.95
F_max in eV/Å: 6.45
Orbital gap in eV: 6.0

```
136
Properties=species:S:1:pos:R:3:mulliken_charge:R:1
C -1.47 -3.58 1.22 -1.13
C -1.55 -2.71 0.07 -0.57
C -2.84 -2.35 -0.79 2.16
C -3.45 -0.90 -0.43 0.16
C -2.87 -0.22 0.90 -1.04
C -1.47 0.56 0.73 -0.29
C -1.61 2.16 0.60 -0.61
C -0.54 2.83 1.62 -0.46
C 0.94 2.97 0.98 -0.56
C 1.84 4.02 1.81 -0.04
C 3.37 4.09 1.33 -0.56
Si 4.28 5.69 1.94 0.20
C 3.15 7.25 1.92 -1.02
C 4.96 5.53 3.74 -0.51
C 5.82 6.13 0.84 0.35
C 6.54 5.04 -0.01 -0.15
C 7.78 5.31 -0.89 -0.56
C 8.36 6.75 -0.91 -0.48
C 7.69 7.92 -0.10 -0.54
C 6.42 7.59 0.77 -0.19
C -3.84 -3.53 -1.27 -0.14
S -4.47 -4.68 0.07 -0.13
N -4.16 -3.58 -2.58 0.97
C -5.09 -4.61 -3.12 -1.54
C -4.49 -6.07 -3.35 0.79
N -3.97 -6.30 -4.76 -0.76
N -3.39 -6.46 -2.43 -0.33
N -5.58 -7.12 -3.18 -0.68
C -3.45 -2.41 -3.21 0.28
P -3.28 -2.24 -5.08 -0.30
C -5.02 -2.28 -5.90 -0.48
C -2.36 -3.73 -5.86 -0.22
C -1.34 -3.07 -6.94 -1.15
C -2.17 -2.07 -2.27 -0.48
C -1.02 -3.11 -2.74 0.04
O -1.14 -4.39 -2.61 -0.61
O 0.18 -2.65 -3.29 -0.82
H -1.35 -4.72 1.03 0.37
H -1.46 -3.22 2.32 0.13
H -0.56 -2.18 -0.23 0.40
H -4.58 -1.06 -0.25 -0.69
H -3.39 -0.16 -1.32 0.40
H -3.65 0.59 1.22 0.44
H -2.89 -1.00 1.74 0.31
H -0.83 0.32 1.66 0.20
H -0.92 0.08 -0.17 0.22
H -1.26 2.45 -0.45 0.26
H -2.67 2.55 0.76 0.37
H -0.86 3.88 1.96 0.35
H -0.41 2.22 2.59 0.16
H 1.51 1.96 1.05 0.19
H 0.93 3.33 -0.12 0.27
H 1.85 3.72 2.93 -0.16
H 1.41 5.08 1.78 0.15
H 3.97 3.21 1.79 0.35
H 3.52 4.07 0.19 0.46
H 3.67 8.18 2.34 0.32
H 2.90 7.46 0.82 0.27
H 2.17 7.04 2.48 0.32
H 5.83 4.78 3.81 0.35
H 4.14 5.19 4.47 -0.29
H 5.34 6.54 4.16 0.31
H 6.10 3.99 0.01 0.26
H 8.28 4.49 -1.52 0.33
H 9.28 6.97 -1.54 0.46
H 8.14 8.97 -0.16 0.32
H 5.96 8.45 1.38 0.16
H -5.85 -4.84 -0.09 0.19
H -5.95 -4.70 -2.34 0.33
H -5.62 -4.30 -4.09 0.13
H -4.03 -7.33 -4.90 0.33
H -2.94 -6.15 -4.65 0.31
H -2.87 -7.28 -2.82 0.31
H -3.87 -6.88 -1.60 0.28
H -6.03 -7.21 -4.12 0.29
H -6.27 -6.81 -2.49 0.31
H -4.20 -1.55 -2.97 -0.30
H -5.19 -1.26 -6.41 0.33
H -5.79 -2.35 -5.05 -0.08
H -5.14 -3.16 -6.63 0.27
H -3.10 -4.40 -6.44 0.42
H -1.73 -4.32 -5.11 0.12
H -0.59 -2.37 -6.40 0.28
H -0.78 -3.85 -7.56 0.36
H -1.92 -2.37 -7.67 0.30
H -1.80 -1.02 -2.48 0.37
C -7.93 -0.41 -0.74 -0.40
C -7.34 0.78 -1.43 0.26
O -6.71 0.22 -2.56 -0.24
C -7.43 -0.90 -2.86 0.68
O -7.36 -1.49 -3.91 -0.57
O -8.25 -1.27 -1.83 -0.32
F -6.40 1.37 -0.66 -0.25
H -7.22 -0.91 -0.08 0.23
H -8.83 -0.16 -0.17 0.31
H -8.08 1.52 -1.75 0.28
C -0.69 -6.96 5.21 -0.47
C -2.06 -6.75 4.65 0.33
O -2.21 -5.35 4.69 -0.31
C -0.95 -4.85 4.56 0.65
O -0.70 -3.71 4.28 -0.58
O 0.00 -5.80 4.78 -0.22
F -3.00 -7.31 5.45 -0.30
H -0.68 -7.01 6.31 0.27
H -0.22 -7.86 4.82 0.34
H -2.19 -7.11 3.63 0.29
C 6.00 7.26 -4.14 -0.26
C 7.46 7.49 -4.39 0.56
O 7.47 8.49 -5.38 -0.33
C 6.33 9.21 -5.19 0.60
O 6.13 10.29 -5.66 -0.51
O 5.45 8.55 -4.38 -0.32
F 8.04 6.37 -4.89 -0.30
H 5.56 6.55 -4.84 0.28
H 5.79 6.93 -3.12 0.11
H 8.01 7.83 -3.51 0.16
C 3.86 -5.45 3.87 -0.48
C 4.61 -6.58 3.24 0.32
O 3.89 -7.72 3.68 -0.31
C 2.61 -7.30 3.85 0.61
O 1.67 -8.04 3.95 -0.52
O 2.52 -5.93 3.88 -0.20
F 5.87 -6.65 3.73 -0.30
H 4.18 -5.24 4.89 0.29
H 3.93 -4.53 3.28 0.28
H 4.63 -6.55 2.15 0.30
C 1.27 4.55 7.69 -0.43
C 2.61 4.27 7.10 0.34
O 2.32 3.44 6.00 -0.27
C 1.07 3.80 5.60 0.61
O 0.60 3.50 4.54 -0.54
O 0.43 4.54 6.54 -0.31
F 3.39 3.59 7.97 -0.32
H 0.94 3.78 8.39 0.29
H 1.22 5.52 8.20 0.27
H 3.15 5.16 6.76 0.29
```